Version i
Computed, not measured: a cluster of 2 separate species, C7H16O in total, with ωB97M-V/def2-TZVPD.

HOMO-LUMO gap   9.74 eV
SMILES   C=C(C)CCCC.O
HOMO energy   -0.3273 Eh
LUMO level   0.830 eV

Each line ends with the natural charge from an NBO analysis.
Cartesian coordinates (Å):
C  -1.91593  1.27617  0.78282  -0.4359
C  -0.79747  0.57445  0.91769  0.0504
C  -0.65858  -0.35415  2.10337  -0.6535
C  0.29648  0.63753  -0.14134  -0.4477
C  -0.17289  0.12510  -1.51886  -0.3747
C  0.88704  0.39161  -2.59534  -0.4002
C  1.28210  1.83298  -2.80215  -0.6178
H  -2.66118  1.38643  1.56048  0.1949
H  -2.08003  1.84427  -0.12353  0.1866
H  -1.00105  0.12152  3.01753  0.2212
H  0.27214  -0.83784  2.19968  0.2154
H  -1.30750  -1.21333  1.92018  0.2180
H  0.59094  1.67485  -0.17206  0.2228
H  1.05391  -0.09449  0.14212  0.2064
H  -1.07432  0.56944  -1.86070  0.1969
H  -0.29659  -0.95468  -1.42776  0.2019
H  0.52701  -0.00670  -3.54755  0.1994
H  1.75533  -0.25575  -2.45698  0.1953
H  2.09618  2.00984  -3.50503  0.2145
H  0.45857  2.46789  -3.12134  0.2042
H  1.75639  2.25631  -1.90604  0.2012
O  0.57419  -4.16722  4.13497  -0.9325
H  -0.36893  -4.17267  4.30843  0.4661
H  0.78419  -5.11155  4.09144  0.4667

Version ii
Computed, not measured: an isolated molecule of C7H16O, with ωB97M-V/def2-TZVPD.

HOMO-LUMO gap   10.01 eV
SMILES   CC[C@@H](C)[C@@H](C)CO
HOMO energy   -0.3337 Eh
LUMO level   0.935 eV

Each line ends with the natural charge from an NBO analysis.
Cartesian coordinates (Å):
C  2.64762  -0.07886  -0.13648  -0.6214
C  1.53024  -0.43300  -1.08823  -0.3851
C  -0.13663  0.06663  -0.72344  -0.1892
C  -1.01272  -0.63121  -1.75605  -0.6248
C  -0.39747  -0.23639  0.70521  -0.2354
C  0.24965  0.69593  1.72130  -0.6250
C  -2.14488  -0.05584  0.95059  -0.0541
O  -2.81987  0.96684  0.24638  -0.7207
H  3.62278  -0.32666  -0.57654  0.2117
H  2.68376  0.99744  0.05116  0.2038
H  2.60240  -0.64454  0.79847  0.1993
H  1.73331  0.04761  -2.05167  0.1922
H  1.55713  -1.50567  -1.30448  0.1918
H  -0.14771  1.14667  -0.90056  0.1923
H  -2.02498  -0.21934  -1.78198  0.2300
H  -0.62306  -0.46992  -2.76633  0.2109
H  -1.06937  -1.70620  -1.56384  0.2015
H  -0.20329  -1.28415  0.94759  0.2038
H  0.44349  1.68793  1.30547  0.2042
H  -0.37381  0.82667  2.61215  0.2077
H  1.15204  0.25137  2.14724  0.2169
H  -2.30905  0.12425  2.01871  0.1507
H  -2.58387  -1.02535  0.71048  0.1732
H  -2.37571  1.80576  0.43487  0.4655

Least stable: version ii

Version i
Computed, not measured: a cluster of 3 separate species, C3H10NO4 in total, with ωB97M-V/def2-TZVPD.

HOMO-LUMO gap   7.32 eV
Net charge   -1
HOMO energy   -0.1532 Eh
LUMO level   3.154 eV

Each line ends with the natural charge from an NBO analysis.
Cartesian coordinates (Å):
O  2.41277  -0.86226  -1.72583  -0.6063
C  1.32526  -1.15731  -1.43116  0.6979
N  0.10797  -0.93502  -2.05520  -0.7682
C  -0.50769  0.57056  -1.67850  0.1497
O  -1.22878  0.43418  -0.55701  -0.9208
C  1.03657  -1.56287  0.00342  -0.7688
H  -0.67066  -1.57837  -1.85172  0.3717
H  -1.12661  0.67130  -2.57381  0.1239
H  0.31411  1.21681  -1.52072  0.1254
H  1.50638  -2.30127  0.75249  0.1961
H  1.00194  -0.52981  0.35441  0.2501
H  -0.03004  -1.84967  0.17541  0.2155
H  2.29539  0.82873  4.22812  0.4622
H  1.79540  2.24298  4.18146  0.4714
O  2.57994  1.66350  4.36780  -0.9337
H  -2.83578  0.92542  -0.53490  0.5232
H  -4.13034  1.00272  0.38683  0.4410
O  -3.84583  1.22037  -0.52109  -1.0303

Version ii
Computed, not measured: a cluster of 3 separate species, C3H10NO4 in total, with ωB97M-V/def2-TZVPD.

HOMO-LUMO gap   8.34 eV
Net charge   -1
HOMO energy   -0.1693 Eh
LUMO level   3.733 eV

Each line ends with the natural charge from an NBO analysis.
Cartesian coordinates (Å):
C  -0.36313  0.65178  0.81444  -0.2089
N  -0.67095  0.98932  -0.55148  -0.7394
C  -0.10041  0.26534  -1.72805  0.8741
O  0.15188  -0.93709  -1.55245  -0.8042
O  0.20662  1.07760  -2.61852  -0.7840
C  1.11692  0.61276  1.29199  -0.6306
H  -0.84123  1.47023  1.37365  0.1682
H  -0.84106  -0.30995  1.12322  0.1734
H  -0.64468  1.98422  -0.68250  0.3628
H  1.18406  0.13484  2.28975  0.1999
H  1.46448  1.63406  1.54634  0.1831
H  1.77689  0.31106  0.49443  0.2105
H  2.35064  -1.50706  -0.10329  0.4672
H  1.98883  -2.19109  -1.39357  0.4999
O  2.47035  -2.33637  -0.56688  -0.9701
H  -2.80328  -0.36226  0.73138  0.4667
H  -3.07732  -0.54799  -0.65667  0.4811
O  -3.36861  -0.93939  0.18820  -0.9496

Least stable: version i

Version i
Computed, not measured: a cluster of 2 separate species, CHNOS in total, with ωB97M-V/def2-TZVPD.

HOMO-LUMO gap (alpha / beta)   7.75 / 7.81 eV
SMILES   C#N.O=S
HOMO energy (alpha / beta)   -0.3334 / -0.3343 Eh
LUMO level (alpha / beta)   -1.318 / -1.286 eV

Each line ends with the natural charge from an NBO analysis.
Cartesian coordinates (Å):
C  1.63454  0.27980  -0.03698  0.0739
N  0.78063  1.00884  -0.22512  -0.3048
H  2.41428  -0.36560  0.29069  0.2297
O  -2.17245  -0.78607  -0.62889  -0.6793
S  -2.65701  -0.13697  0.60030  0.6804

Version ii
Computed, not measured: a cluster of 2 separate species, CHNOS in total, with ωB97M-V/def2-TZVPD.

HOMO-LUMO gap (alpha / beta)   6.44 / 7.61 eV
HOMO energy (alpha / beta)   -0.3810 / -0.3809 Eh
LUMO level (alpha / beta)   -3.931 / -2.753 eV

Each line ends with the natural charge from an NBO analysis.
Cartesian coordinates (Å):
C  -1.64363  -0.26313  -0.05623  0.2420
N  -2.60078  -0.86770  -0.13798  -0.4755
O  1.78038  0.26761  0.38070  -0.7892
S  0.95100  1.49260  -0.29944  0.5124
H  1.51304  -0.62938  0.11296  0.5102

Least stable: version ii